(1)
Computed, not measured: a molecular structure, C36H30AsF6N6NaO12 in a non-equilibrium geometry, with ωB97M-V with the def2-TZVPD basis set.

Atoms and positions in Å:
Na 3.50 0.58 -4.04
As 0.24 0.50 -2.26
F 0.41 1.52 -0.81
F 0.83 1.80 -3.31
F -0.05 -0.45 -3.74
F -0.11 -0.95 -1.28
F -1.42 1.22 -2.44
F 2.02 -0.01 -2.21
C 5.79 -0.35 3.00
C 5.44 -1.04 1.86
C 4.99 -0.41 0.72
C 4.79 0.96 0.83
C 5.07 1.67 2.05
C 5.60 1.03 3.14
N 4.27 1.70 -0.32
O 3.73 2.78 -0.12
O 4.34 1.18 -1.39
H 6.26 -0.86 3.83
H 5.47 -2.12 1.84
H 4.80 -0.92 -0.21
H 5.03 2.75 2.13
H 5.99 1.59 3.98
C 1.55 -0.41 1.91
C 2.06 -1.60 2.49
C 1.91 -1.83 3.84
C 1.11 -0.88 4.58
C 0.75 0.34 4.02
C 0.94 0.55 2.67
N 0.64 -1.21 5.98
O -0.45 -0.80 6.33
O 1.25 -1.98 6.70
H 1.45 -0.26 0.84
H 2.51 -2.33 1.82
H 2.09 -2.80 4.28
H 0.10 1.02 4.56
H 0.51 1.46 2.29
C -3.69 -2.67 -2.83
C -3.04 -1.71 -2.01
C -3.79 -0.59 -1.72
C -5.13 -0.42 -2.15
C -5.72 -1.39 -2.96
C -5.03 -2.49 -3.29
N -5.92 0.64 -1.67
O -5.44 1.42 -0.86
O -7.05 0.83 -2.15
H -3.17 -3.55 -3.19
H -2.06 -1.97 -1.64
H -3.43 0.20 -1.08
H -6.76 -1.37 -3.25
H -5.46 -3.23 -3.95
C 1.44 -6.03 -3.90
C 1.18 -4.68 -3.53
C 2.01 -3.71 -4.00
C 3.09 -3.99 -4.86
C 3.49 -5.28 -5.02
C 2.66 -6.32 -4.53
N 3.86 -2.90 -5.50
O 3.48 -1.74 -5.25
O 4.72 -3.18 -6.31
H 0.79 -6.81 -3.52
H 0.32 -4.46 -2.90
H 1.77 -2.68 -3.79
H 4.33 -5.51 -5.66
H 2.92 -7.35 -4.71
C -2.06 0.02 1.71
C -2.49 -0.52 2.90
C -3.49 0.15 3.64
C -3.87 1.41 3.27
C -3.37 1.95 2.11
C -2.44 1.31 1.30
N -4.75 2.23 4.18
O -5.69 1.72 4.80
O -4.56 3.44 4.17
H -1.32 -0.56 1.16
H -2.15 -1.52 3.12
H -3.86 -0.31 4.54
H -3.60 2.97 1.83
H -2.02 1.73 0.39
C -0.14 5.02 1.73
C -1.49 5.25 1.85
C -2.33 5.05 0.79
C -1.85 4.54 -0.42
C -0.51 4.30 -0.49
C 0.38 4.57 0.55
N -2.73 4.23 -1.56
O -3.96 4.14 -1.38
O -2.20 3.91 -2.66
H 0.56 5.23 2.52
H -1.83 5.77 2.74
H -3.37 5.34 0.81
H -0.08 3.77 -1.33
H 1.42 4.35 0.41

Values from the calculation:
- LUMO energy (eV) = -1.8
- orbital gap (eV) = 7.65
- relative energy (zero: lowest compared OMol25 entry of this formula, charge and spin) (eV) = 1.438
- highest occupied orbital energy (eV) = -9.442

=====

(2)
Computed, not measured: 3 unconnected molecules or ions with the total composition C14H35O9P2S in a non-equilibrium geometry, with ωB97M-V with the def2-TZVPD basis set.

Atoms and positions in Å:
C -0.32 0.73 -0.97
C 0.44 1.68 -0.42
S 0.02 2.93 0.74
C -1.60 2.66 1.44
C -2.73 2.98 0.45
O -3.96 3.04 1.14
C 1.15 2.55 2.14
C 2.56 3.00 1.77
C 1.13 1.04 2.44
C 1.32 0.75 3.94
H -1.32 0.86 -1.38
H 0.14 -0.24 -1.08
H 1.49 1.72 -0.70
H -1.74 1.67 1.87
H -1.68 3.39 2.25
H -2.78 2.24 -0.35
H -2.54 3.98 0.06
H -3.84 2.94 2.08
H 0.78 3.12 2.99
H 2.67 4.07 1.91
H 2.82 2.76 0.74
H 3.27 2.48 2.41
H 1.88 0.53 1.84
H 0.17 0.61 2.14
H 0.48 0.17 4.30
H 2.23 0.19 4.13
H 1.37 1.67 4.52
C -2.58 -1.32 1.58
O -3.02 -1.82 2.84
P -2.13 -3.02 3.39
O -0.71 -2.75 3.16
O -2.65 -4.19 2.40
C -4.02 -4.28 2.00
O -2.40 -3.71 4.77
C -1.56 -4.85 5.08
H -3.40 -0.75 1.14
H -1.72 -0.66 1.72
H -2.32 -2.14 0.91
H -4.11 -3.98 0.96
H -4.68 -3.65 2.60
H -4.34 -5.32 2.11
H -0.60 -4.51 5.45
H -1.42 -5.48 4.20
H -2.08 -5.41 5.85
C 3.79 0.95 -3.35
O 2.52 1.31 -3.90
P 1.86 0.17 -4.88
O 2.13 -1.04 -4.05
O 2.89 0.40 -6.10
C 3.16 1.71 -6.63
O 0.62 -0.36 -5.76
C 0.80 -1.66 -6.37
H 4.25 1.88 -3.02
H 3.66 0.28 -2.50
H 4.42 0.48 -4.10
H 4.16 2.02 -6.32
H 2.44 2.45 -6.28
H 3.12 1.65 -7.71
H 0.61 -2.44 -5.64
H 1.81 -1.76 -6.78
H 0.07 -1.71 -7.18

Values from the calculation:
- LUMO energy (eV) = -3.6
- orbital gap (eV) = 8.34
- total charge = +1
- relative energy (zero: lowest compared OMol25 entry of this formula, charge and spin) (eV) = 0.000
- highest occupied orbital energy (eV) = -11.986

=====

(3)
Computed, not measured: a molecular structure, C13H17FN3O4 in a non-equilibrium geometry, with ωB97M-V with the def2-TZVPD basis set.

Atoms and positions in Å:
C -3.48 -1.50 -0.62
C -2.42 -0.48 -0.21
C -1.96 0.38 -1.37
F -1.74 -0.42 -2.47
N -0.71 1.05 -1.09
C -0.34 2.09 -2.07
C -0.37 3.48 -1.44
C -1.49 3.62 -0.43
N -1.27 2.65 0.69
C -0.55 1.51 0.23
N 0.25 0.91 0.99
H -3.60 -2.23 0.17
H -3.16 -2.05 -1.50
H -4.44 -1.03 -0.83
H -1.56 -1.01 0.20
H -2.84 0.15 0.58
H -2.75 1.09 -1.66
H -0.99 2.04 -2.93
H 0.68 1.88 -2.38
H 0.58 3.65 -0.93
H -0.47 4.25 -2.21
H -1.46 4.62 -0.01
H -2.45 3.45 -0.90
H -2.18 2.30 0.96
H 0.92 -0.06 0.66
H 0.39 1.31 1.91
C 3.24 -2.54 -0.03
C 2.37 -1.69 0.59
C 2.25 -1.76 2.12
O 1.50 -0.92 2.67
C 2.96 -2.74 2.81
C 3.87 -3.65 2.21
C 4.06 -3.50 0.67
O 4.87 -4.19 0.08
O 4.51 -4.53 2.79
O 1.62 -0.83 -0.01
H 3.36 -2.51 -1.11
H 2.80 -2.78 3.88

Values from the calculation:
- LUMO energy (eV) = 2.0
- orbital gap (eV) = 5.21
- total charge = -1
- highest occupied orbital energy (eV) = -3.214